The following is a DFT calculation (wB97M-V/def2-TZVPD) of C41H31N10ORbS as an isolated structure.

Geometry as XYZ:
```
85
Properties=species:S:1:pos:R:3:forces:R:3
C -1.520 -0.863 -6.290 -0.003 -0.001 -0.006
H 4.234 5.605 0.980 0.013 -0.003 -0.002
C 3.220 1.779 1.190 -0.031 -0.082 0.009
C 4.683 -2.821 2.982 -0.028 0.015 0.005
H 5.127 -3.691 3.452 0.008 -0.003 0.005
N -2.244 0.743 1.061 -0.031 -0.006 0.002
H -4.350 -2.108 -2.443 0.015 0.007 -0.010
H 5.858 -1.394 4.035 -0.002 -0.008 0.002
C -1.097 -4.396 4.336 0.046 0.001 -0.030
N -0.902 -0.910 3.141 0.022 -0.012 0.029
N -1.506 -5.419 4.666 -0.018 0.013 0.015
C 2.593 4.197 1.098 0.020 -0.068 -0.008
H -5.935 3.861 -1.088 0.001 -0.006 -0.019
C 0.404 -0.678 3.279 -0.101 0.025 0.019
H 2.338 -1.366 3.907 -0.065 -0.036 0.059
C 1.288 -1.611 3.813 0.060 0.058 -0.041
H 0.865 1.507 -5.719 -0.002 0.002 -0.009
H -0.564 5.467 1.112 0.015 0.013 -0.001
H 1.610 -5.322 0.620 0.009 -0.003 0.005
N 0.908 2.456 1.194 -0.001 0.049 0.013
C 4.551 2.206 1.108 0.052 0.060 -0.009
C -2.780 0.683 -2.908 0.040 -0.016 0.049
C -3.407 1.551 -0.879 -0.051 0.059 -0.055
H 0.765 0.278 2.912 -0.003 0.009 0.060
H -4.574 -2.001 -0.767 0.004 0.000 0.000
H -1.860 -2.562 -5.014 -0.004 -0.001 -0.010
C 0.075 -2.233 -3.129 0.033 -0.079 0.068
S -2.191 -2.546 0.314 0.066 0.022 -0.040
C -3.780 1.421 -3.577 -0.039 0.048 -0.015
H -5.341 2.861 -3.339 0.000 0.001 0.006
C -1.259 -1.680 -5.195 0.044 0.025 0.029
Rb 0.478 0.082 -0.848 -0.024 0.002 0.067
C 1.527 -3.190 0.288 0.026 0.008 0.031
C 2.058 -4.366 0.859 -0.023 -0.006 0.006
C 3.488 -0.511 1.730 0.048 0.000 0.003
C -1.366 -2.111 3.466 0.000 -0.038 0.018
N -2.043 -2.612 -2.434 -0.068 0.015 -0.066
N -4.115 -2.473 -1.530 0.023 -0.012 0.017
C -0.023 3.377 1.175 0.000 0.016 -0.011
H -3.813 2.475 2.376 0.021 -0.019 0.001
H -1.050 3.027 1.184 0.002 -0.018 0.004
C -0.735 0.282 -6.467 -0.001 -0.016 0.009
C -3.203 1.562 0.546 -0.024 -0.003 -0.016
C -3.955 2.442 1.302 -0.017 0.021 0.019
C 0.272 0.608 -5.584 0.037 -0.004 0.052
C -4.408 2.362 -1.457 0.046 -0.004 0.107
C 3.960 4.558 1.036 -0.002 -0.010 0.000
H -2.310 -1.110 -6.989 -0.002 0.000 -0.001
N -0.681 -2.789 -2.257 0.066 0.038 -0.055
H -2.131 -0.167 0.602 -0.006 0.028 -0.021
H 1.463 -3.623 4.545 0.010 0.013 -0.008
C 4.900 3.560 1.027 -0.032 -0.015 0.008
H -2.123 0.024 -3.465 -0.003 -0.009 -0.017
N -2.597 0.749 -1.612 -0.004 -0.052 -0.061
C -2.729 -2.557 -1.337 -0.051 -0.015 0.028
C 1.558 5.157 1.089 -0.020 0.009 -0.003
H -0.925 0.934 -7.316 -0.003 0.000 -0.001
H 5.337 1.465 1.070 -0.025 -0.021 0.003
H 0.667 -3.240 -0.377 -0.002 0.004 -0.021
H -2.189 0.640 2.063 0.006 0.004 -0.004
C 5.081 -1.547 3.292 0.017 0.034 -0.005
H -5.497 3.937 1.339 0.001 0.001 -0.007
C -4.925 3.270 0.704 0.001 0.012 0.028
H 5.952 3.815 0.952 0.000 0.013 -0.002
C -0.251 -1.380 -4.286 0.022 0.076 -0.057
C -0.550 -3.118 3.973 -0.026 0.050 0.009
C 2.213 2.832 1.161 -0.027 0.058 -0.004
C -5.173 3.234 -0.639 0.017 -0.020 -0.012
C -4.577 2.261 -2.856 -0.002 -0.005 -0.065
H -3.878 1.320 -4.650 0.009 -0.008 -0.001
C 0.558 -0.190 -4.427 -0.450 -0.204 -0.224
C 3.054 -1.865 1.404 0.019 -0.110 -0.052
H 1.140 -2.362 -2.937 -0.001 -0.003 -0.022
H 3.549 -5.136 2.183 -0.006 -0.007 -0.003
C 0.254 4.758 1.129 0.004 0.010 0.003
N 2.016 -2.000 0.542 -0.024 -0.078 -0.020
H -2.420 -2.295 3.293 -0.005 0.008 0.002
C 3.114 -4.259 1.713 0.013 -0.036 0.006
O 1.411 0.139 -3.553 0.295 0.168 0.239
N 2.778 0.506 1.208 0.070 0.034 -0.020
C 4.512 -0.417 2.686 0.068 -0.003 0.010
H 4.845 0.560 3.008 -0.018 0.003 -0.013
C 3.645 -2.987 2.031 -0.003 0.067 -0.056
C 0.807 -2.855 4.156 -0.013 -0.064 0.057
H 1.822 6.209 1.039 -0.009 0.002 0.001
```
Positions in Å, forces in eV/Å.

Summary:
energy relative to the best compared isomer or geometry (same formula, charge and spin)	3.4	kcal/mol
total charge	-2
calculated total energy	-71463.0935	eV
highest occupied orbital energy	-1.7	eV
LUMO level	3.91	eV
frontier orbital gap	5.576	eV

***

The following is a DFT calculation (wB97M-V/def2-TZVPD) of C41H32BrCl5MoN5O6 as an isolated structure.

Geometry as XYZ:
```
91
Properties=species:S:1:pos:R:3:forces:R:3
O 0.504 4.820 1.899 0.091 -0.107 0.155
O 2.330 0.891 -0.740 -0.207 -0.072 0.189
C 1.825 -0.052 -4.028 -0.625 0.173 0.004
N 1.564 0.302 -2.758 0.426 -0.056 -0.910
Mo -0.002 0.645 -1.340 -0.554 -0.514 -2.267
C -2.627 0.916 4.107 -0.157 -0.162 -0.125
O 0.295 2.405 -1.514 0.156 1.553 -0.886
C -3.891 1.923 5.882 0.024 -0.034 -0.046
C 1.091 -3.493 3.041 0.048 0.036 -0.137
H 4.477 -1.690 3.282 0.094 0.056 0.042
C 0.115 7.370 -0.701 -0.036 -0.129 -0.035
H -2.302 1.831 1.870 0.182 -0.084 -0.142
C 0.280 6.793 0.545 0.047 -0.093 0.081
C -3.796 -0.226 2.234 0.753 0.050 -1.030
C 2.221 -4.959 0.100 -0.073 0.064 0.020
H 4.882 1.579 -0.981 0.088 -0.168 -0.032
Cl -5.839 -0.748 -4.252 -0.085 -0.004 -0.064
H 1.742 -7.447 -2.130 0.019 -0.119 -0.063
C 4.154 -0.145 -3.527 -0.797 -0.040 -0.320
H -6.017 1.669 5.774 -0.065 0.066 0.017
H -3.922 2.477 6.806 0.000 0.042 0.117
C 4.915 0.533 -1.298 0.252 0.098 0.595
H 0.381 7.415 1.423 -0.037 0.069 0.120
Cl -2.611 2.840 -1.908 -0.319 0.557 0.075
C 0.083 5.192 -1.698 -0.014 -0.016 0.065
H 0.030 4.554 -2.570 -0.034 0.004 -0.036
C -2.010 -0.852 -3.156 0.061 0.523 0.174
H -0.320 -6.153 -2.528 -0.081 -0.062 -0.065
C -4.302 -0.304 -3.656 0.328 0.016 0.070
C 1.616 -2.861 1.919 0.085 0.308 0.026
C 1.267 -1.866 -0.387 2.516 -0.866 0.028
H 0.068 8.443 -0.794 0.006 0.114 0.013
N 3.881 0.296 -2.279 0.069 -0.163 -0.334
H -5.947 0.438 3.654 -0.122 -0.069 -0.051
H 5.189 -0.332 -3.763 0.102 0.022 0.006
H 0.972 -0.489 -5.822 -0.032 0.065 -0.002
N -0.392 2.496 0.671 -0.141 0.885 0.688
H -0.767 -4.107 -1.234 -0.051 -0.001 -0.022
H 3.360 -0.667 -5.433 0.087 -0.005 -0.101
H 5.885 0.296 -1.729 -0.060 0.032 -0.003
H 3.523 -2.783 5.279 0.023 -0.013 0.099
H -1.023 -3.482 1.019 0.113 0.033 -0.017
Cl -5.355 2.116 -3.121 -0.046 0.061 0.006
Br -2.956 -1.354 -0.172 -0.481 0.323 0.173
H -4.552 -0.991 2.121 0.017 -0.126 -0.077
C -5.067 1.479 5.296 -0.042 0.021 0.092
C 0.137 -4.675 -1.058 -0.027 0.070 0.089
H 4.726 -0.100 -0.429 0.094 0.070 -0.063
C 3.156 -0.324 -4.434 0.466 -0.108 0.244
H 2.934 -4.605 0.826 0.125 -0.054 0.075
C -5.029 0.773 4.112 0.186 -0.041 -0.223
C 0.820 -2.927 0.622 0.039 0.005 -0.038
C 2.464 -6.114 -0.619 0.053 -0.034 0.000
H -0.925 3.157 1.231 0.068 -0.227 -0.116
N -1.041 1.348 0.332 -1.993 -0.231 1.673
H -0.126 0.075 -4.605 -0.028 -0.015 0.040
C -3.243 -1.215 -3.688 -0.194 0.286 0.014
C -2.058 1.071 1.123 1.461 1.108 -0.584
H -1.753 1.923 5.768 0.107 0.041 0.068
O 2.383 -1.819 -0.888 -1.030 -0.618 0.548
C 2.988 -2.807 4.342 0.201 0.033 -0.048
H 0.149 -4.016 2.976 -0.093 -0.021 0.022
H 0.641 5.498 2.573 -0.035 -0.117 -0.114
C 2.586 0.480 -1.878 0.331 0.482 -0.133
Cl -0.766 -2.044 -3.156 0.123 -0.648 -0.128
C -1.758 0.378 -2.524 -0.741 -0.212 -0.404
C 3.524 -2.193 3.223 -0.003 0.041 0.176
C 0.456 3.104 -0.344 1.362 0.895 1.400
O 0.366 -1.006 -0.721 -0.808 -0.906 1.018
C 0.246 4.601 -0.456 -0.016 -0.289 0.063
Cl -3.478 -2.780 -4.337 -0.105 -0.165 -0.113
C -2.911 -0.046 1.210 -1.236 -1.429 0.201
C 1.773 -3.462 4.244 -0.118 -0.053 0.082
C 1.551 -6.549 -1.564 -0.005 -0.004 -0.057
O -0.545 -2.655 0.880 0.172 -0.399 0.046
C -2.834 1.278 -2.591 0.255 -0.202 0.133
H 3.372 -6.668 -0.434 0.079 -0.096 -0.026
H 1.516 2.948 -0.024 -0.583 0.104 -0.164
H -0.110 7.008 -2.798 -0.046 0.090 -0.135
C 0.346 5.412 0.680 -0.081 0.293 -0.448
H -1.674 0.619 3.697 0.108 -0.002 -0.056
N 0.819 -0.106 -4.906 0.498 0.141 0.264
C -2.673 1.623 5.291 -0.013 0.114 0.173
C 0.391 -5.825 -1.785 -0.070 -0.071 -0.051
C 1.054 -4.240 -0.110 -0.115 -0.190 0.079
C -4.083 0.972 -3.129 0.148 -0.278 -0.090
H 1.351 -3.947 5.111 -0.042 -0.067 0.072
H 3.267 -1.726 1.158 0.028 0.017 -0.021
C 2.838 -2.210 2.022 -0.054 -0.018 -0.090
C -3.809 0.508 3.476 -0.021 0.395 0.662
C 0.009 6.567 -1.823 0.019 0.043 -0.129
```
Positions in Å, forces in eV/Å.

Summary:
energy relative to the best compared isomer or geometry (same formula, charge and spin)	0.0	kcal/mol
total charge	+1
calculated total energy	-197277.3992	eV
highest occupied orbital energy (spin up / spin down)	-10.1 / -10.3	eV
LUMO level (spin up / spin down)	-3.21 / -3.56	eV
frontier orbital gap (spin up / spin down)	6.876 / 6.767	eV

***

The following is a DFT calculation (wB97M-V/def2-TZVPD) of C41H32BrN4O9PPt as an isolated structure.

Geometry as XYZ:
```
89
Properties=species:S:1:pos:R:3:forces:R:3
C -1.041 -1.207 -2.626 -0.138 -0.337 0.154
C 3.366 0.726 0.017 0.314 0.662 -0.576
H 6.377 2.899 -0.555 0.032 0.053 -0.022
O 0.028 -3.757 7.115 0.056 -0.040 -0.158
C -4.379 -0.639 -0.553 0.099 0.056 0.016
C -2.145 -4.449 -0.289 0.049 0.032 0.012
C 0.389 -3.236 4.905 0.009 0.246 -0.503
H 1.139 -4.696 3.517 -0.014 -0.002 -0.033
H 2.135 -1.417 -3.795 0.003 0.010 0.017
H -0.420 -1.629 6.087 0.027 0.004 0.008
H -6.157 0.405 0.031 0.000 0.016 -0.010
C -1.874 -4.328 -2.685 0.024 0.075 0.039
Pt 0.516 -0.308 -0.021 3.420 -2.659 0.715
H -2.239 -3.937 0.661 0.030 -0.053 0.026
H -1.760 -3.736 -3.586 0.029 -0.050 -0.021
H 1.153 7.562 -2.362 -0.008 -0.012 -0.010
C -0.710 0.291 -4.479 0.014 0.045 -0.006
C -4.409 -1.628 -2.753 0.012 -0.019 0.117
C 4.615 -0.006 2.090 0.016 -0.032 -0.093
C -5.693 -1.149 -2.945 -0.016 -0.057 -0.114
C 0.385 7.339 -1.632 0.063 0.049 0.014
C -0.237 8.369 -0.944 -0.022 -0.024 0.013
O -1.118 0.560 5.242 0.064 -0.069 -0.095
C -0.978 5.712 -0.472 0.173 0.221 0.013
O 1.442 -4.478 1.069 -0.038 0.243 -0.212
P -2.044 -1.907 -1.275 -0.170 -0.038 -0.820
C 0.755 3.164 -0.164 0.506 0.072 -0.018
N -0.573 0.277 4.192 -0.076 0.410 0.135
C -5.664 -0.156 -0.752 -0.049 -0.031 -0.042
O 0.979 -2.496 0.186 -0.311 1.503 -0.983
C -2.125 -5.832 -0.356 -0.030 0.013 0.010
C 0.613 -0.117 -4.574 -0.039 0.050 0.000
O -1.582 -1.471 0.090 0.319 0.950 0.059
C 0.292 -1.629 -2.728 -0.178 -0.188 -0.354
C -1.440 4.337 -0.244 -0.009 -0.231 -0.065
H -2.571 0.061 -3.441 0.027 0.077 0.010
O 0.872 -5.279 5.844 -0.061 0.156 0.001
C 5.731 -0.008 2.913 -0.023 0.021 0.021
H 7.697 0.799 3.216 -0.017 0.029 0.023
H -3.913 -2.211 -3.520 -0.076 0.004 -0.050
H 1.252 0.301 -5.341 0.009 0.015 0.014
C 6.805 0.811 2.604 0.001 -0.075 -0.010
C -2.013 -3.699 -1.453 0.043 0.247 0.130
C -1.975 -6.462 -1.583 -0.035 -0.003 0.020
C -0.679 3.238 -0.195 -0.617 -0.214 0.091
C 6.755 1.635 1.491 0.058 0.084 -0.036
H -6.217 -1.365 -3.868 0.015 0.030 -0.012
O 2.515 -0.254 0.399 -1.730 -0.192 -0.020
H -7.312 -0.015 -2.114 -0.012 -0.023 -0.003
H 3.252 2.876 -0.126 -0.083 0.040 -0.030
H 0.654 -2.441 -2.108 0.090 0.156 0.169
H -2.358 6.529 0.951 -0.050 0.024 -0.040
N 0.434 -4.163 6.041 -0.008 -0.185 0.321
C -0.077 -1.949 5.115 -0.079 0.110 0.158
H 3.774 -0.661 2.273 0.018 -0.007 0.057
H -1.949 -7.542 -1.634 0.008 -0.002 -0.006
H 3.765 0.579 -1.007 -0.105 -0.170 0.097
C -0.088 -1.094 4.028 0.181 -0.585 -0.174
N 1.400 2.057 -0.108 -1.198 -0.077 -0.213
C 4.557 0.804 0.966 -0.198 -0.174 -0.123
H -2.218 -6.413 0.552 0.035 -0.025 -0.011
H 5.766 -0.658 3.777 0.010 0.007 0.004
H 0.325 -0.851 1.918 -0.192 0.105 0.719
C 0.793 -3.681 3.655 0.038 -0.249 0.167
C 0.743 -2.815 2.574 0.027 0.097 -0.232
H 0.035 9.398 -1.137 0.026 -0.004 0.013
H -1.711 8.870 0.532 0.002 0.000 0.002
O 5.534 2.456 -0.423 -0.122 -0.032 -0.053
H -2.509 4.221 -0.112 0.010 -0.042 0.000
H -3.853 -0.460 0.377 -0.036 0.012 0.003
C -1.855 -5.712 -2.745 -0.021 -0.002 -0.091
H -1.738 -6.203 -3.703 0.013 -0.029 0.017
C 0.023 6.023 -1.395 -0.094 -0.088 -0.008
N 2.700 2.038 0.008 0.371 -0.225 0.337
C 0.325 -1.518 2.777 -0.091 0.311 0.100
H 1.286 4.113 -0.113 0.023 -0.031 0.027
O -0.402 1.054 3.271 -0.016 -0.170 0.075
C 1.112 -1.077 -3.705 -0.023 -0.104 0.110
Br -1.571 1.554 -0.018 -0.462 0.742 -0.008
C -1.224 8.072 -0.013 -0.040 0.069 0.017
H 0.489 5.224 -1.958 -0.013 0.019 -0.051
C -1.539 -0.253 -3.509 0.023 0.029 0.131
C 5.628 1.642 0.681 0.170 -0.153 0.201
C -6.314 -0.400 -1.953 -0.009 0.007 0.105
H 7.605 2.264 1.245 -0.043 0.044 -0.013
H -1.101 1.036 -5.160 0.006 -0.014 -0.017
C -3.743 -1.355 -1.559 0.153 -0.129 0.030
C -1.596 6.759 0.216 0.063 -0.097 -0.005
C 1.100 -3.309 1.169 -0.126 -0.198 0.826
```
Positions in Å, forces in eV/Å.

Summary:
energy relative to the best compared isomer or geometry (same formula, charge and spin)	66.7	kcal/mol
calculated total energy	-149994.7540	eV
highest occupied orbital energy (spin up / spin down)	-8.1 / -8.1	eV
LUMO level (spin up / spin down)	-1.15 / -1.15	eV
frontier orbital gap (spin up / spin down)	6.914 / 6.914	eV